Record 1
DFT (ωB97M-V with the def2-TZVPD basis set) results for 9 unconnected molecules or ions with the total composition C24H42F3N3O24S3.

Values from the calculation:
SMILES ... O=C1OC[C@@H](F)O1.O=C1OC[C@@H](F)O1.O=C1OC[C@@H](F)O1.O=S1(=O)OCCO1.O=S1(=O)OCCO1.O=S1(=O)OCCO1.CNC(C)=O.CNC(C)=O.CNC(C)=O
LUMO energy ... 0.184 eV
E_HOMO ... -8.99 eV
Kohn-Sham gap ... 9.176 eV
Multiplicity ... 1

XYZ file:
```
99
Properties=species:S:1:pos:R:3:forces:R:3
O -3.36708 0.56844 -1.92663 -1.0 -1.8 0.6
C -3.65509 -0.58105 -1.70387 0.4 0.2 0.0
O -4.26443 -1.12010 -0.62014 -1.2 5.2 0.6
C -4.23650 -2.47618 -0.49839 -0.4 -0.3 -0.5
C -3.36327 -2.78427 -1.67278 2.0 -1.0 0.9
F -3.80231 -3.83295 -2.35962 -0.7 -0.9 -1.0
O -3.35212 -1.63267 -2.49421 0.6 -0.6 -0.1
H -3.90794 -2.53960 0.53897 0.2 -1.5 -0.3
H -5.18746 -2.95554 -0.73070 -0.4 0.2 0.6
H -2.37881 -3.06442 -1.29801 0.5 0.4 -0.6
O -6.43207 -4.09956 3.22305 2.1 2.5 1.0
C -5.63154 -3.29943 3.69671 -1.3 -0.9 -4.4
O -4.97819 -2.24760 3.00190 -1.7 -1.6 -0.5
C -4.05444 -1.66005 3.88038 1.2 0.4 -0.8
C -4.55466 -2.03900 5.21361 1.4 -1.1 -0.3
F -5.41382 -1.11379 5.60570 -1.8 0.3 1.0
O -5.12481 -3.32658 4.87121 0.0 0.4 4.1
H -3.06373 -2.10377 3.78186 0.2 0.1 -0.4
H -4.03967 -0.59194 3.66352 0.1 -0.1 0.3
H -3.81471 -2.21878 5.99351 -0.1 0.0 -0.1
O 0.48495 4.94709 3.94829 -0.1 -0.5 -1.8
C 0.84429 4.82999 2.80726 0.1 -0.3 1.6
O 0.86708 3.73698 2.02896 -3.1 -1.8 3.4
C 1.78282 3.75153 1.05666 2.1 1.2 -0.4
C 2.20339 5.27613 1.08706 0.2 -4.1 1.4
F 1.77324 5.66442 -0.04326 -1.1 3.3 -4.4
O 1.42313 5.80987 2.10926 1.6 1.6 -0.1
H 2.63926 3.12901 1.31567 -0.1 -0.4 -0.2
H 1.30660 3.48742 0.11243 0.4 0.0 -0.1
H 3.28941 5.34824 1.14580 -0.1 0.9 0.6
O -0.22242 -2.32412 -2.26548 0.8 -1.4 -0.7
S 0.91978 -3.02877 -2.79050 2.3 1.9 0.2
O 1.61506 -2.42602 -3.94507 -1.6 -1.9 2.5
O 2.02666 -3.18917 -1.55166 1.0 3.8 -3.0
C 1.97239 -4.35008 -0.88357 -3.2 -1.3 2.9
C 1.41709 -5.31431 -1.88286 2.1 -2.2 -1.6
O 0.75961 -4.59813 -2.90231 -2.5 2.0 -1.0
H 2.76547 -4.59702 -0.17778 1.0 0.0 -1.3
H 1.20054 -4.16164 -0.13737 -0.7 -0.4 0.5
H 0.80582 -6.17463 -1.61025 0.0 0.4 0.5
H 2.20432 -5.65308 -2.55635 0.8 -1.0 0.9
O -1.44148 2.10126 -4.94453 5.5 1.4 -0.8
S 0.01373 2.49266 -5.12649 -0.6 -4.2 0.1
O 0.54460 3.74195 -4.66350 -0.8 -0.5 -0.9
O 1.11091 1.30386 -4.50797 -1.8 0.9 1.0
C 2.29141 1.38707 -5.29872 -0.2 0.1 0.0
C 1.75320 1.22243 -6.67487 -0.3 0.2 -1.3
O 0.55236 2.02875 -6.64793 -1.5 1.5 0.3
H 2.68589 2.39486 -5.16888 0.4 0.0 -0.1
H 3.03242 0.62606 -5.05406 -0.4 0.0 0.4
H 1.51443 0.22990 -7.05694 -0.6 -0.4 1.1
H 2.39501 1.52206 -7.50335 0.2 1.1 0.3
O -1.99600 4.49429 -1.15052 -0.2 0.6 0.9
S -2.06041 5.49004 -0.11765 0.2 1.1 -0.2
O -1.97823 5.13734 1.28020 0.1 0.7 -2.0
O -0.98702 6.68315 -0.53165 0.1 -2.5 1.2
C -1.59175 7.65216 -1.30167 1.0 3.2 -0.8
C -3.06078 7.41347 -1.41976 -0.9 -1.1 0.2
O -3.30895 6.49443 -0.33805 -0.1 -1.3 0.5
H -1.35824 8.60703 -0.83072 -0.4 0.1 0.5
H -1.11103 7.83112 -2.26344 0.0 -0.9 -0.3
H -3.30841 6.94812 -2.37383 -0.1 -0.1 0.1
H -3.75574 8.22894 -1.21942 0.5 0.2 -0.1
C 5.22690 -2.60531 -2.34113 1.2 1.6 0.0
N 4.72500 -1.59574 -1.41107 -1.0 0.6 2.0
C 4.50282 -1.74075 -0.03988 0.8 -3.0 -0.6
C 3.99038 -0.57102 0.74394 -0.5 0.3 -0.3
O 4.59657 -2.87154 0.48350 0.0 1.6 -0.8
H 5.33036 -2.06061 -3.27960 -0.3 -0.2 -0.2
H 4.67792 -3.52606 -2.53845 -0.3 0.3 0.7
H 6.26459 -2.75772 -2.04437 0.0 -0.9 0.0
H 4.65538 -0.62741 -1.68961 0.0 -0.4 -0.5
H 3.43222 -0.98636 1.58302 -0.2 0.1 -0.3
H 3.34990 -0.03987 0.03984 -0.4 0.2 0.4
H 4.65472 0.16955 1.18924 0.6 -0.3 -0.4
C 1.59596 -2.53249 3.06217 -1.0 -0.4 -0.1
N 1.67802 -3.59290 4.07852 0.1 -0.5 0.6
C 0.83952 -3.65933 5.13583 -1.2 3.6 -0.1
C 1.12326 -4.58610 6.28914 0.2 -0.4 -0.1
O -0.06485 -2.78939 5.20998 1.0 -1.9 0.5
H 2.06776 -1.57093 3.26435 1.3 -0.6 0.3
H 0.60200 -2.08756 3.01564 -0.5 -1.0 -0.1
H 1.84906 -2.99231 2.10686 0.2 0.5 0.0
H 2.21748 -4.44381 4.00753 0.6 0.6 -0.7
H 2.05120 -5.15793 6.29435 0.0 -0.2 -0.9
H 0.26767 -5.25995 6.33379 0.1 0.0 0.6
H 1.28208 -3.99845 7.19332 -0.8 0.2 0.0
C -2.07952 1.29869 1.41849 1.1 -0.2 0.6
N -1.17700 1.22498 0.27541 0.4 0.9 -1.0
C 0.04803 0.58593 0.10114 -3.8 0.2 -1.3
C 0.59235 0.55593 -1.28795 0.5 0.6 -0.8
O 0.46417 -0.12832 0.94458 2.2 -1.7 3.0
H -1.72501 0.66396 2.23062 -0.2 -0.7 -0.3
H -3.08710 1.06249 1.07631 0.0 -0.1 0.2
H -2.06094 2.25804 1.93560 -0.1 0.5 -0.6
H -1.58380 1.67550 -0.53183 0.3 0.0 -0.1
H 1.40066 1.28354 -1.36098 -0.2 0.5 -0.3
H -0.18463 0.70271 -2.03819 0.1 0.4 0.0
H 1.08507 -0.37534 -1.56735 -0.3 -0.2 0.7
```
Positions in Å, forces in eV/Å.

=====

Record 2
DFT (ωB97M-V with the def2-TZVPD basis set) results for a molecular structure, C24H42FeN6.

Values from the calculation:
LUMO energy (alpha / beta) ... -7.009 / -11.691 eV
E_HOMO (alpha / beta) ... -18.87 / -18.87 eV
Kohn-Sham gap (alpha / beta) ... 11.858 / 7.176 eV
Net charge ... +3
Multiplicity ... 6

XYZ file:
```
73
Properties=species:S:1:pos:R:3:forces:R:3
Fe -1.65691 -27.08753 13.11475 0.4 -0.1 0.1
C -1.81927 -30.88941 7.13270 0.2 0.3 0.8
C -1.27738 -30.23302 8.42372 0.0 -0.2 -0.2
C -2.32985 -30.09234 9.51763 -1.1 -0.2 0.2
C -1.99930 -29.21336 10.62405 0.4 0.2 0.7
N -1.74914 -28.52928 11.52071 -0.1 0.1 -0.3
H -0.98335 -30.97782 6.43879 -0.2 0.1 -0.1
H -2.62836 -30.29939 6.70218 0.1 0.0 -0.1
H -2.18127 -31.89553 7.34432 -0.1 0.0 0.0
H -0.89919 -29.22786 8.23737 0.3 -0.1 -0.3
H -0.48375 -30.87038 8.81361 0.2 0.2 0.0
H -2.68298 -31.03408 9.93779 0.5 -0.4 0.2
H -3.28940 -29.72709 9.15165 0.0 0.5 -0.4
C -0.84676 -30.76632 17.26464 -1.0 0.4 -0.7
C -2.36418 -31.03106 17.00258 1.5 -0.8 0.0
C -3.15448 -29.79182 16.59016 0.4 0.2 0.1
C -2.54088 -29.08323 15.46820 1.2 0.9 -1.8
N -2.01378 -28.52776 14.58334 -1.3 -1.1 1.7
H -0.35148 -31.65603 17.65350 -0.1 0.3 0.3
H -0.74876 -29.87832 17.88911 0.3 -0.3 0.5
H -0.33839 -30.51443 16.33394 0.0 -0.1 -0.2
H -2.78659 -31.44171 17.91967 -0.3 0.2 -0.1
H -2.43513 -31.80048 16.23378 -0.2 0.0 0.0
H -3.12243 -29.09762 17.42990 -0.3 0.2 0.0
H -4.18844 -30.02013 16.33149 0.0 0.1 0.0
C -0.13347 -24.21184 17.82593 -0.7 0.5 0.3
C -1.19576 -23.23160 17.25203 0.1 -1.3 0.3
C -2.43524 -24.05887 16.71556 0.8 0.3 -1.1
C -2.04436 -25.04883 15.67747 1.3 -2.2 -2.6
N -1.69244 -25.77873 14.80649 -1.6 2.6 2.9
H 0.46362 -24.76840 17.10356 -0.1 0.3 -0.4
H -0.67301 -24.95509 18.41293 0.2 0.0 0.3
H 0.55472 -23.67906 18.48217 0.0 -0.1 0.0
H -0.73675 -22.54819 16.53764 -0.4 -0.2 -0.4
H -1.61455 -22.60019 18.03563 0.1 -0.1 0.1
H -3.14362 -23.42010 16.18805 -0.1 0.2 0.0
H -3.01693 -24.55610 17.49176 0.3 -0.1 0.2
C -6.68421 -28.34879 10.62469 0.3 -0.7 -0.5
C -6.80202 -26.93277 11.01788 0.8 1.0 0.3
C -6.32774 -26.71105 12.46160 -0.3 0.1 0.5
C -4.88266 -26.86898 12.67995 1.6 0.1 -0.1
N -3.73302 -26.97651 12.83878 -2.1 0.3 -0.2
H -5.64865 -28.68807 10.64893 0.2 -0.1 0.2
H -6.99863 -28.45002 9.58594 -0.3 -0.4 0.2
H -7.27333 -28.92564 11.33762 -0.1 -0.5 -0.5
H -7.84308 -26.62450 10.92171 0.1 0.3 0.2
H -6.16065 -26.28390 10.42147 -0.3 0.1 -0.4
H -6.80227 -27.40879 13.15159 -0.1 -0.1 0.1
H -6.64283 -25.71507 12.77281 0.4 0.1 0.3
C -1.38772 -21.51958 12.38825 1.0 -0.5 -1.4
C -0.61810 -22.00429 11.07823 -0.5 0.5 1.2
C -1.30224 -23.20539 10.38978 0.0 -1.0 0.1
C -1.41126 -24.46241 11.22397 0.1 1.1 -0.1
N -1.48174 -25.39220 11.89902 0.0 0.0 -0.3
H -2.35284 -21.09987 12.10454 -0.1 -0.2 0.2
H -0.82175 -20.75026 12.91354 0.0 0.0 -0.2
H -1.47627 -22.37026 13.06398 -0.3 0.0 0.1
H 0.42897 -22.21175 11.29894 -0.1 -0.4 0.2
H -0.55233 -21.18316 10.36442 -0.3 -0.1 -0.1
H -0.81289 -23.54369 9.47644 0.5 0.1 0.0
H -2.29994 -22.99360 10.00530 -0.3 0.2 0.5
C 3.61540 -27.68721 11.02656 0.8 0.8 0.5
C 4.00065 -27.50607 12.54146 -0.9 -0.3 -0.5
C 2.91490 -28.11122 13.50690 0.8 -0.6 -0.3
C 1.56278 -27.65897 13.33310 -3.7 1.6 -0.4
N 0.45277 -27.26036 13.23511 2.9 -1.5 0.2
H 3.02823 -28.56622 10.76071 -0.1 0.0 0.3
H 4.52996 -27.73526 10.43550 0.1 -0.2 0.1
H 3.16279 -26.76994 10.64993 -0.5 -0.2 0.1
H 4.13885 -26.45164 12.78060 0.0 -0.1 -0.1
H 4.94165 -28.01793 12.74296 -0.2 0.0 0.2
H 3.11425 -28.08173 14.57811 0.3 0.6 0.1
H 2.91339 -29.19058 13.35497 -0.3 -0.2 -0.4
```
Positions in Å, forces in eV/Å.

=====

Record 3
DFT (ωB97M-V with the def2-TZVPD basis set) results for a molecular structure, C24H42IrNOP3.

Values from the calculation:
LUMO energy (alpha / beta) ... -10.983 / -15.346 eV
E_HOMO (alpha / beta) ... -15.23 / -19.00 eV
Kohn-Sham gap (alpha / beta) ... 4.249 / 3.653 eV
Net charge ... +4
Multiplicity ... 6

XYZ file:
```
72
Properties=species:S:1:pos:R:3:forces:R:3
Ir -0.49815 -0.11931 0.14709 -0.3 -0.5 -0.4
P -2.64985 -0.54141 0.45185 -2.4 -0.7 0.3
P 0.16054 -2.43097 0.02946 0.3 -1.4 -0.8
P -0.85948 2.13150 -0.62598 -0.2 1.1 -1.0
H 6.51963 -0.58958 -6.41971 0.0 0.3 0.1
C 6.68448 0.44794 -6.10301 -2.4 -0.9 -3.2
C 7.56023 0.75170 -5.13119 2.9 0.9 2.8
H 8.13478 -0.02731 -4.61469 -0.2 0.2 -0.1
C -3.60745 -0.84627 -1.07123 0.2 0.0 0.1
C -3.05000 -2.01702 1.45888 0.1 0.0 0.0
C -3.61306 0.75924 1.30029 0.1 0.3 0.1
C 1.95531 -2.68031 -0.23242 0.0 0.6 -0.1
C -0.09965 -3.49860 1.49813 -0.2 0.2 0.4
C -0.62251 -3.29397 -1.39432 0.1 0.2 0.2
C 0.65633 3.07472 -1.03589 0.4 -0.6 0.0
C -1.61569 3.34140 0.53541 -0.2 -0.2 0.2
C -1.83429 2.15276 -2.18307 0.1 0.1 0.2
H 6.14570 1.22955 -6.65288 0.2 -0.2 0.2
H 7.76548 1.79164 -4.84814 -0.1 -0.3 -0.1
H -4.64014 -1.10490 -0.79893 0.3 0.1 -0.1
H -3.16082 -1.67794 -1.62595 -0.1 0.2 0.0
H -3.60756 0.04720 -1.70310 -0.1 -0.2 0.1
H -4.13267 -2.05195 1.64824 0.2 0.1 -0.2
H -2.53928 -1.97934 2.42900 -0.1 0.0 -0.3
H -2.76320 -2.93548 0.93568 -0.1 0.1 0.1
H -4.50466 1.00232 0.70646 0.2 -0.1 0.2
H -3.02548 1.67053 1.43562 -0.2 -0.3 0.1
H -3.93101 0.41897 2.29326 0.0 0.1 -0.3
H 2.23943 -3.72269 -0.03186 -0.3 0.2 -0.1
H 2.49944 -2.01927 0.45405 0.0 -0.2 -0.1
H 2.23696 -2.42101 -1.26084 -0.1 -0.1 0.2
H -0.37191 -4.52229 1.19382 0.1 0.4 -0.1
H -0.88131 -3.10564 2.14957 0.2 -0.2 -0.1
H 0.83576 -3.53626 2.07125 -0.2 0.1 -0.2
H -0.15428 -4.27576 -1.55725 -0.1 0.3 0.2
H -0.48128 -2.68608 -2.29631 -0.1 -0.2 0.2
H -1.69842 -3.43163 -1.22838 0.3 0.0 0.0
H 0.42433 4.14710 -1.03665 0.0 -0.3 -0.1
H 1.05207 2.78664 -2.01875 -0.1 0.1 0.2
H 1.42140 2.87185 -0.27620 -0.1 0.2 -0.1
H -1.22958 4.34821 0.32106 -0.1 -0.4 -0.1
H -1.32811 3.07815 1.55934 -0.1 0.1 -0.1
H -2.70726 3.36584 0.44012 0.3 0.0 0.1
H -1.68465 3.10099 -2.71862 -0.1 -0.2 0.3
H -2.90400 2.02242 -1.97848 0.3 0.1 -0.1
H -1.48884 1.33274 -2.82441 -0.1 0.2 0.1
C 2.18233 0.29793 -1.47790 -0.8 0.0 1.7
C 1.62813 -0.15402 -2.71091 -0.2 -0.1 -0.8
C 2.33654 -0.01382 -3.89377 -1.0 -0.5 0.3
C 3.61161 0.55957 -3.89536 0.3 0.1 0.2
C 4.18522 0.99736 -2.69107 0.1 0.0 0.5
C 3.50571 0.84842 -1.49453 0.5 0.2 -0.2
O 1.54912 0.25930 -0.32510 1.6 0.3 -1.8
H -1.03930 -0.52557 -1.33648 1.0 0.5 0.5
H 0.63456 -0.60674 -2.70175 0.3 0.2 -0.1
H 1.88321 -0.36892 -4.82053 0.2 0.1 0.2
H 4.16862 0.65223 -4.83156 -0.3 0.0 0.3
H 5.17843 1.45330 -2.69290 -0.4 -0.1 0.1
H 3.92944 1.15637 -0.54076 0.0 0.0 -0.2
N -0.43664 0.22023 2.16184 0.9 0.0 -1.3
C -0.86442 0.26254 3.25486 -1.5 0.2 3.6
C -1.42961 0.31556 4.55414 2.0 0.2 -3.2
C -0.71287 0.90930 5.61849 1.3 0.4 -0.4
C -1.28579 1.00081 6.89204 -0.2 0.1 0.8
C -2.57682 0.50448 7.12690 -1.3 -0.4 0.6
C -3.28996 -0.09770 6.08441 0.1 0.4 1.4
C -2.72528 -0.20687 4.80969 -0.9 -0.6 -0.8
H 0.29283 1.30072 5.43264 -0.4 -0.1 0.2
H -0.72190 1.46603 7.70963 -0.2 -0.2 -0.4
H -3.03035 0.58511 8.12205 0.3 0.0 -0.5
H -4.29531 -0.48614 6.25204 0.3 0.1 0.0
H -3.28478 -0.68794 4.00358 0.2 0.1 0.5
```
Positions in Å, forces in eV/Å.

=====

Computed energy, in the same sequence as the records: -119830.80311 -68871.98882 -59767.81549 eV.